# 1
24
Properties=species:S:1:pos:R:3:lowdin_charge:R:1 method="wB97M-V/def2-TZVPD" energy_ev=-20193.54985 smiles="COCc1ccc2c(c1O)C(=O)NC2=O" relative_energy_ev=2.281 lumo_ev=-0.60 homo_ha=-0.3475
C 3.43889 -1.06313 0.26305 -0.10
O 3.10922 0.08148 -0.54021 -0.22
C 2.23018 0.97078 0.17668 -0.17
C 0.75896 0.54893 -0.19902 -0.08
C 0.51329 -0.02378 -1.52451 0.02
C -0.86056 -0.45302 -1.87395 0.01
C -1.92158 -0.27165 -0.88732 -0.05
C -1.66348 0.35153 0.44692 0.02
C -0.31468 0.75579 0.80353 -0.17
O -0.05462 1.29667 2.05134 0.05
C -3.02100 0.44085 1.22405 -0.36
O -3.34027 1.08371 2.17072 0.16
N -3.86981 -0.46505 0.43562 0.10
C -3.44022 -0.63472 -0.95931 -0.37
O -4.12267 -1.00312 -1.86171 0.14
H 4.42974 -0.87497 0.76202 0.10
H 3.50914 -1.96419 -0.39802 0.10
H 2.68744 -1.27961 1.07340 0.10
H 2.41580 2.04264 -0.08362 0.14
H 2.35455 0.83037 1.29056 0.12
H 1.31212 -0.15448 -2.28247 0.12
H -1.09272 -0.89194 -2.87666 0.12
H 0.54334 2.05991 1.95892 0.12
H -3.60106 -1.38302 0.83003 0.15

***

# 2
47
Properties=species:S:1:pos:R:3:lowdin_charge:R:1 method="wB97M-V/def2-TZVPD" energy_ev=-55821.82054 smiles="[H]/N=C1/N[C@@]2(c3ccc(C#N)s3)CN(c3nc(C)c(F)c(SC)n3)C[C@H]2C(=O)N1C" relative_energy_ev=0.000 lumo_ev=-0.12 homo_ha=-0.3085
N 4.03812 -2.66930 3.89864 0.15
O -0.56725 2.07765 -2.72308 0.10
F 0.32081 -6.22912 -2.56683 0.17
C 3.29053 -1.86086 3.54594 -0.24
N -2.66072 2.98156 1.17283 0.13
N 0.95038 -2.78317 -2.34862 0.14
N -0.77124 -3.45828 -0.82002 0.18
S 1.06694 -1.45382 1.76383 1.12
S 2.32843 -4.52816 -3.86450 0.92
C -0.61694 2.00369 -1.48488 -0.32
C -1.78937 2.39681 0.46489 -0.58
C 2.33095 -0.97884 2.91387 -0.50
C 2.42856 0.40463 3.10562 -0.08
C 1.37680 1.05693 2.35368 -0.10
C 0.69525 0.23649 1.47080 -0.39
C -0.02224 -2.54705 -1.45294 -0.33
C 1.06442 -4.03680 -2.69443 -0.53
C -0.55352 -4.69381 -1.18364 -0.25
C 0.29989 -5.04351 -2.21119 -0.38
N -1.41230 2.87703 -0.73686 0.02
N -0.20581 -1.16977 -1.27345 -0.02
N -1.41698 1.29468 0.97041 0.14
C 2.28654 -3.01856 -4.89764 -0.39
C -1.30609 -5.66938 -0.33407 -0.02
C -1.32873 4.30239 -0.99852 -0.02
C 0.79884 -0.10854 -1.61067 -0.05
C -1.04505 -0.77448 -0.12129 -0.12
C 0.37599 1.11500 -0.76540 -0.11
C -0.36614 0.48487 0.36448 -0.40
H -3.00690 3.81548 0.71190 0.03
H 3.21754 0.79736 3.76328 0.13
H 1.33050 2.12840 2.28706 0.11
H -1.83003 1.05532 1.88776 0.19
H 2.94098 -3.27315 -5.70166 0.01
H 2.56217 -2.02138 -4.44921 0.06
H 1.29083 -2.87732 -5.29920 0.03
H -1.58123 -5.27424 0.62708 0.06
H -2.30582 -5.93234 -0.79396 0.11
H -0.71307 -6.54872 0.06953 0.11
H -2.28308 4.73588 -1.05957 0.06
H -0.82617 4.46613 -1.92327 0.08
H -0.94755 5.01113 -0.18408 0.13
H 0.72042 0.07617 -2.67751 0.12
H 1.81352 -0.50128 -1.39129 0.13
H -1.98358 -0.53521 -0.54660 0.12
H -1.30562 -1.64884 0.54260 0.12
H 1.13542 1.78559 -0.33776 0.18

***

# 3
110
Properties=species:S:1:pos:R:3:lowdin_charge:R:1 method="wB97M-V/def2-TZVPD" energy_ev=-169675.92744 total_charge=+1 lumo_ev=-6.00 homo_ha=-0.4391
C 5.37174 -0.65123 1.59954 -0.20
C 5.55723 0.77006 0.75455 -0.72
I 7.56159 1.53035 1.37755 0.81
C 4.48547 1.91454 1.23084 -0.30
N 3.03645 1.60949 0.92656 -0.76
S 2.75978 0.67778 -0.52421 0.94
N 2.33414 2.82402 0.74949 -0.03
C 2.34159 3.56043 1.91318 -0.51
S 2.78097 4.73317 3.11312 0.77
P 2.16754 0.75545 2.25447 0.83
O 0.58093 0.80246 1.97070 -0.44
H 4.53538 -1.34355 1.13158 0.07
H 6.44262 -1.17420 1.61764 0.08
H 5.10227 -0.34059 2.71610 0.09
H 5.64553 0.61798 -0.40322 0.09
H 4.62711 2.03144 2.41014 0.13
H 4.78451 2.92963 0.68050 0.13
H 1.76068 -0.27985 -0.18404 -0.02
H 2.40918 1.31218 3.56421 0.07
H 2.58992 -0.65161 2.23181 0.07
O -2.49358 -2.13806 3.35486 -0.30
S -3.13268 -0.84105 3.40235 0.64
O -3.85919 -0.38453 4.57210 -0.28
O -4.08707 -0.67273 2.09081 -0.27
C -5.10733 -1.63600 1.86575 -0.26
C -6.25823 -1.46945 2.84207 -0.07
C -1.93459 0.39867 2.98573 -0.15
H -4.69584 -2.65017 1.90777 0.11
H -5.47995 -1.48122 0.84733 0.11
H -5.93902 -1.67291 3.86802 0.07
H -7.07454 -2.15717 2.60527 0.09
H -6.63705 -0.44279 2.81915 0.07
H -1.39641 0.09110 2.08765 0.04
H -1.24251 0.48593 3.82717 0.07
H -2.44808 1.34931 2.82979 0.08
O 3.64876 1.81733 -3.34246 -0.35
S 2.67304 2.57804 -4.09227 0.61
O 1.98456 2.02315 -5.24233 -0.27
O 3.32779 4.01149 -4.51158 -0.26
C 4.53192 4.01282 -5.26628 -0.27
C 4.28960 3.59496 -6.70578 -0.07
C 1.44780 3.19555 -2.96826 -0.13
H 5.28560 3.37623 -4.79052 0.12
H 4.92068 5.03688 -5.25408 0.12
H 3.95431 2.55574 -6.76476 0.07
H 5.20447 3.68327 -7.29789 0.09
H 3.50836 4.21277 -7.15972 0.09
H 1.94433 3.64763 -2.10810 0.05
H 0.83667 2.34829 -2.64690 0.07
H 0.82404 3.92418 -3.48953 0.08
O -4.96761 -5.37782 3.92749 -0.28
S -4.15589 -5.92190 2.86071 0.62
O -4.56352 -5.84789 1.47042 -0.29
O -3.77956 -7.46798 3.21755 -0.27
C -4.83761 -8.38741 3.45134 -0.28
C -5.55022 -8.75860 2.16298 -0.08
C -2.52187 -5.24376 2.98724 -0.13
H -5.53933 -7.98741 4.19108 0.12
H -4.39266 -9.29000 3.88417 0.12
H -6.05771 -7.89295 1.72826 0.07
H -6.30350 -9.53072 2.34122 0.08
H -4.83494 -9.12147 1.41814 0.09
H -2.18079 -5.31825 4.02111 0.08
H -2.57442 -4.19515 2.68351 0.03
H -1.85843 -5.79035 2.31434 0.07
O -7.08072 -0.53941 -1.38577 -0.28
S -7.50616 0.52067 -0.49797 0.62
O -8.17310 0.24755 0.76105 -0.29
O -8.39627 1.59407 -1.34343 -0.27
C -9.55226 1.12859 -2.02642 -0.27
C -10.68053 0.80928 -1.06178 -0.08
C -6.11833 1.57324 -0.16336 -0.11
H -9.30822 0.26268 -2.65114 0.12
H -9.87590 1.93039 -2.69901 0.12
H -10.41750 -0.02750 -0.40872 0.07
H -11.59115 0.53615 -1.60174 0.08
H -10.89070 1.66855 -0.41714 0.09
H -5.61881 1.81876 -1.10196 0.08
H -5.43746 1.02455 0.49235 0.06
H -6.47098 2.47461 0.34149 0.08
O 2.82145 -3.84614 1.09550 -0.32
S 3.20364 -5.21872 0.84470 0.62
O 4.57920 -5.59800 0.58292 -0.28
O 2.25640 -5.82475 -0.33630 -0.26
C 2.22844 -5.16012 -1.59207 -0.27
C 3.51046 -5.38745 -2.37325 -0.08
C 2.60262 -6.22807 2.17357 -0.11
H 2.03048 -4.09126 -1.45805 0.11
H 1.38821 -5.57495 -2.15944 0.13
H 4.36778 -4.93598 -1.86624 0.07
H 3.44388 -4.94571 -3.37116 0.08
H 3.71848 -6.45782 -2.46874 0.09
H 1.55724 -5.98225 2.36730 0.07
H 3.20974 -6.00952 3.05575 0.08
H 2.71479 -7.27868 1.89910 0.08
O 6.65701 6.13194 -2.66367 -0.28
S 5.45334 6.58975 -2.00448 0.62
O 4.27405 6.98968 -2.74870 -0.28
O 5.84246 7.77704 -0.95652 -0.27
C 6.51332 8.92734 -1.45274 -0.27
C 5.58048 9.81423 -2.25817 -0.07
C 4.95979 5.37243 -0.81264 -0.14
H 7.39078 8.63794 -2.04090 0.12
H 6.87740 9.48918 -0.58569 0.13
H 5.23931 9.30826 -3.16562 0.07
H 6.08266 10.73705 -2.56083 0.09
H 4.68954 10.06639 -1.67445 0.09
H 5.82658 5.07936 -0.21803 0.07
H 4.57171 4.51051 -1.36136 0.06
H 4.17436 5.79262 -0.18157 0.07